ORCA calculation (ωB97M-V/def2-TZVPD) on 6 unconnected molecules or ions with the total composition C13H29Br10O4P in a non-equilibrium geometry.

Structure (XYZ):
```
57
Properties=species:S:1:pos:R:3:forces:R:3
Br -18.790 7.404 -23.535 -0.71 -0.29 0.48
Br -18.635 4.121 -18.934 0.60 -0.07 -0.91
Br -17.364 -0.774 -25.758 0.29 -0.18 -0.09
Br -17.000 2.393 -23.009 -0.10 0.77 0.84
Br -23.081 7.781 -21.791 -0.24 -0.07 0.04
Br -12.571 7.935 -22.827 -0.04 -0.40 0.40
Br -13.103 -0.745 -23.801 -0.69 -0.03 -0.89
Br -17.738 -0.016 -17.488 0.53 0.57 0.23
Br -16.488 3.509 -14.607 -0.74 -0.85 -1.05
Br -14.830 5.944 -19.299 0.04 0.16 -0.20
P -21.569 0.975 -21.227 1.17 -3.75 -0.37
O -21.221 0.186 -19.814 -1.35 2.20 -2.81
O -22.874 0.204 -21.869 2.66 1.51 1.07
O -20.328 0.377 -22.129 -1.97 0.01 1.55
O -21.595 2.426 -21.187 -0.04 0.77 0.46
C -17.507 2.165 -15.738 0.07 -0.25 1.50
C -21.650 -1.187 -19.681 0.60 0.41 1.33
C -14.644 -1.394 -24.894 -0.10 -0.78 0.41
C -21.519 8.135 -22.872 0.04 -0.45 -0.64
C -16.586 1.307 -16.533 0.61 0.02 -1.25
C -12.928 6.805 -21.259 1.26 0.07 0.36
C -24.129 0.751 -21.533 -1.83 -0.26 0.62
C -20.495 7.056 -22.536 0.60 0.63 0.33
C -17.378 3.543 -20.350 -0.33 -1.38 -0.96
C -14.410 6.825 -21.035 0.53 -0.54 0.35
C -15.900 -0.675 -24.465 -0.53 0.62 0.70
C -18.194 3.215 -21.691 0.50 0.18 0.87
C -20.106 0.751 -23.463 0.70 0.69 -1.21
H -24.594 1.113 -22.450 -0.25 -0.23 0.26
H -20.244 7.062 -21.475 0.16 0.28 -0.11
H -18.561 4.187 -22.019 -0.13 -0.37 -0.49
H -16.643 4.316 -20.573 -0.28 0.47 0.41
H -14.676 7.877 -20.934 -0.72 -0.42 -0.20
H -15.795 0.766 -16.014 -0.58 -0.11 0.44
H -16.037 1.862 -17.294 -0.28 0.04 -0.23
H -22.237 -1.614 -20.494 0.51 0.21 -0.18
H -21.274 9.183 -22.699 0.55 -0.39 0.31
H -14.568 -1.390 -25.982 0.82 0.75 0.13
H -16.357 -0.996 -23.529 0.35 -0.47 -0.08
H -12.412 5.853 -21.378 -0.65 -0.20 -0.54
H -18.964 2.454 -21.560 -0.07 0.42 0.27
H -14.622 -2.456 -24.650 -0.44 0.13 0.19
H -17.998 1.494 -15.033 -0.07 0.42 0.26
H -14.920 6.186 -21.756 -0.23 0.74 -0.08
H -18.296 2.644 -16.317 0.44 0.24 0.05
H -19.641 1.737 -23.474 0.13 -0.05 -0.16
H -19.428 0.021 -23.905 0.06 0.12 0.20
H -20.677 -1.628 -19.462 -0.54 -1.01 -0.21
H -20.935 0.843 -24.164 -0.69 -0.34 0.59
H -16.869 2.676 -19.929 -0.18 0.06 0.04
H -15.756 0.393 -24.302 0.40 -0.15 -0.46
H -21.789 8.065 -23.925 -0.21 -0.12 0.13
H -12.380 7.214 -20.410 -0.26 0.57 -0.11
H -22.268 -1.163 -18.784 0.02 -0.44 0.01
H -20.804 6.033 -22.749 -0.19 0.32 -0.47
H -24.674 -0.025 -20.994 -0.43 -0.51 -0.86
H -24.240 1.502 -20.750 1.21 0.74 -0.27
```
Forces are in eV/Å.

Computed properties:
LUMO level (spin up / spin down) ... -3.86 / -9.63 eV
HOMO energy (spin up / spin down) ... -12.36 / -12.36 eV
⟨S²⟩ ... 0.754
Spin multiplicity ... 2
Maximum force ... 3.946 eV/Å
Net charge ... +1